Entry 1:
Below is 12 unconnected molecules or ions with the total composition C36H87Cl8N5O14, with properties calculated with ωB97M-V/def2-TZVPD.

Values from the calculation:
Kohn-Sham gap   9.19 eV
SMILES   COC[C@H](C)N.COC[C@H](C)N.COC[C@H](C)N.COC[C@H](C)N.COC[C@H](C)N.CCOC(=O)OC.CCOC(=O)OC.CCOC(=O)OC.ClCCl.ClCCl.ClCCl.ClCCl
HOMO energy   -0.328 Ha
Strongest force on any atom   4.7 eV/Å

Last column: Mulliken charge in e.
Positions of all 150 atoms, in Å:
Cl: 28.25088 -19.07781 0.71660  -0.141
Cl: 22.76961 -18.45657 -0.76873  0.011
Cl: 28.74779 -22.73822 0.60553  -0.193
Cl: 26.86927 -23.66433 2.66084  -0.172
Cl: 27.82042 -19.63795 7.94546  -0.134
Cl: 26.73248 -17.41190 6.44986  -0.091
Cl: 22.19037 -16.42356 -2.73656  -0.149
Cl: 28.12562 -16.78996 -1.02856  -0.178
O: 24.24480 -22.48429 7.37893  -0.341
O: 18.25958 -18.43129 -2.09780  -0.392
O: 25.12686 -19.80569 3.07002  -0.118
O: 24.54564 -21.99219 3.49644  -0.206
O: 24.36662 -26.79665 -0.61185  -0.592
O: 23.84111 -24.60913 -0.79361  -0.292
O: 17.97217 -23.82774 -2.54625  -0.330
O: 17.08995 -17.45571 -3.76780  -0.631
O: 17.32174 -16.50776 -1.73300  -0.238
O: 23.34860 -25.98959 -2.49545  -0.259
O: 20.62775 -14.74699 4.57377  -0.373
O: 21.80424 -24.66158 5.73996  -0.425
O: 16.04468 -23.70086 1.36409  -0.279
O: 23.23274 -20.55917 2.18314  0.098
N: 17.27994 -20.61862 -0.26693  -0.169
N: 20.09939 -22.60602 5.61859  -0.462
N: 21.73222 -20.76002 7.41551  -0.638
N: 20.74350 -23.99303 -0.05433  0.017
N: 20.54401 -16.41219 2.04347  -0.505
C: 20.95685 -20.62415 1.68032  1.644
C: 16.86378 -24.59956 -3.02552  -0.848
C: 18.64033 -24.49034 -1.47236  -0.313
C: 26.21113 -19.77682 3.89377  0.016
C: 21.13046 -16.85923 3.28397  1.620
C: 17.54086 -17.42292 -2.63451  0.611
C: 20.99604 -24.51712 4.51988  -0.664
C: 22.13675 -21.44498 2.18852  1.443
C: 25.50243 -23.05269 7.56981  -0.702
C: 22.86008 -20.55836 6.54531  1.891
C: 21.68300 -26.96983 -3.65287  -0.707
C: 24.36168 -20.91613 2.89964  0.528
C: 19.65992 -23.77391 4.90885  0.178
C: 18.80972 -23.44300 3.65482  -1.152
C: 16.66781 -14.33981 -0.75571  -1.138
C: 16.52912 -15.28946 -1.97171  -0.306
C: 22.99744 -25.42087 5.44426  -0.605
C: 15.36676 -24.90221 1.09703  -0.807
C: 23.06091 -27.27928 -2.97060  -0.394
C: 20.63627 -16.15757 4.59147  -1.098
C: 24.06116 -24.42989 0.55185  -0.376
C: 22.65673 -16.69949 3.16476  -1.435
C: 19.17057 -18.28967 -1.02883  0.135
C: 19.76870 -23.45724 -1.02452  1.918
C: 23.50605 -17.21988 -1.84567  -0.558
C: 22.87117 -19.13282 5.96048  -0.972
C: 27.07324 -22.61438 1.27408  0.878
C: 20.14334 -14.14845 5.77665  -0.732
C: 15.95690 -22.62977 0.38032  -0.599
C: 23.91842 -25.85567 -1.24014  0.713
C: 16.64578 -20.77487 2.04681  -1.603
C: 24.17810 -21.02065 7.19284  -0.568
C: 20.69908 -23.00810 -2.14323  -1.429
C: 17.06354 -21.56405 0.84345  1.723
C: 27.44206 -17.92456 8.00184  -0.356
C: 27.18732 -17.78412 0.14748  -0.082
H: 20.20945 -24.48551 0.64735  0.151
H: 26.90767 -19.13288 3.35687  0.274
H: 21.04057 -20.26029 6.87516  0.314
H: 23.04510 -18.39079 6.73974  0.362
H: 25.94343 -23.40163 6.63608  0.183
H: 22.78364 -21.26796 5.72146  -0.930
H: 15.42515 -25.49543 2.00959  0.226
H: 18.01295 -22.05406 1.05931  -1.329
H: 18.76073 -18.27812 -0.01888  0.128
H: 21.81175 -26.53595 -4.64447  0.316
H: 23.04424 -28.12161 -2.27902  0.382
H: 21.34361 -16.47596 5.35724  0.344
H: 20.69454 -25.52719 4.24249  0.702
H: 23.20703 -16.89931 4.08419  0.256
H: 21.53039 -23.69122 -2.31743  0.297
H: 15.97953 -24.68270 -2.39362  0.275
H: 16.40263 -20.21585 -0.56395  0.271
H: 22.89516 -15.67829 2.86747  0.494
H: 24.89730 -20.69059 6.44323  -0.013
H: 14.94971 -22.23132 0.50244  0.545
H: 19.59390 -17.30116 -1.20697  0.383
H: 20.73338 -19.70366 2.21962  -1.110
H: 21.96693 -21.85094 3.18574  -0.500
H: 26.42479 -18.33750 -0.40063  0.135
H: 21.34744 -24.56832 -0.62390  -0.003
H: 25.13645 -23.97943 8.01176  0.270
H: 28.38868 -17.43336 8.22710  0.347
H: 19.31621 -22.80777 2.92816  -0.151
H: 20.12839 -22.81550 -3.05170  0.415
H: 21.26161 -27.90745 -4.01537  0.428
H: 19.53449 -16.39341 2.06873  0.226
H: 20.72781 -15.46371 1.74905  0.282
H: 21.58739 -24.00057 3.76384  -0.134
H: 16.57869 -24.13655 -3.97022  0.308
H: 20.86413 -17.91442 3.34508  -0.748
H: 19.18995 -22.39574 6.00436  0.361
H: 17.24900 -19.90081 2.29223  0.260
H: 20.03307 -21.13909 1.41659  -0.841
H: 26.72036 -20.73981 3.93159  0.308
H: 19.10154 -24.42956 5.57700  0.572
H: 17.72456 -14.07355 -0.73378  0.305
H: 17.85815 -22.96660 3.89075  0.472
H: 23.54493 -25.83140 6.29268  0.246
H: 19.84091 -19.14916 -1.02643  -0.172
H: 19.15815 -14.56340 5.98949  0.317
H: 19.29687 -22.56183 -0.61992  -1.506
H: 15.86348 -25.33258 0.22747  0.269
H: 15.62805 -20.48391 1.78668  0.517
H: 24.93873 -24.96162 0.91960  0.483
H: 26.80677 -21.58298 1.50498  -0.432
H: 23.06477 -17.36082 2.40040  0.186
H: 17.96873 -24.63821 -0.62667  -0.009
H: 23.65318 -18.96718 5.21945  -0.199
H: 24.25273 -17.71160 -2.46920  0.356
H: 26.40220 -22.97807 0.49591  -0.090
H: 14.35550 -24.64434 0.78241  0.309
H: 16.10343 -22.88479 -0.66925  0.294
H: 23.98277 -16.44220 -1.24898  0.287
H: 21.04331 -22.02998 -1.80724  0.243
H: 19.98170 -13.09416 5.55202  0.255
H: 21.21492 -20.14203 0.73741  -0.458
H: 15.50651 -15.61838 -2.15661  0.303
H: 21.07034 -26.31915 -3.02887  -0.074
H: 23.72939 -24.81764 4.90718  0.096
H: 16.24794 -13.34230 -0.88526  0.386
H: 21.81131 -20.08179 8.15971  0.354
H: 26.79409 -17.18093 0.96579  0.266
H: 26.17977 -22.38973 8.10813  0.308
H: 16.72213 -21.44939 2.89962  0.200
H: 24.37136 -23.38672 0.61235  -0.273
H: 22.68654 -26.24016 4.79602  0.370
H: 17.07604 -25.63658 -3.28557  0.330
H: 22.36973 -22.30532 1.56112  -0.307
H: 21.90954 -18.83802 5.54042  0.306
H: 16.52036 -14.74929 0.24363  0.310
H: 24.44070 -20.51617 8.12269  0.340
H: 16.74510 -14.67649 -2.84677  0.311
H: 25.83798 -19.40476 4.84794  -0.607
H: 23.18920 -24.62668 1.17560  0.394
H: 23.72731 -27.55326 -3.78849  0.264
H: 19.05191 -25.44727 -1.79328  0.353
H: 17.60940 -21.11002 -1.08550  0.239
H: 26.70513 -17.78419 8.79262  0.249
H: 20.06877 -21.91856 4.87931  0.082
H: 18.58304 -24.25330 2.96190  0.489
H: 19.64099 -16.49390 4.88201  0.635
H: 20.83335 -14.31632 6.60359  0.277

Entry 2:
Below is 11 unconnected molecules or ions with the total composition C36H87ClO13, with properties calculated with ωB97M-V/def2-TZVPD.

Values from the calculation:
Kohn-Sham gap   10.09 eV
SMILES   O=C(Cl)C[C@@H]1COC(=O)C1.CC(C)O.CC(C)O.CC(C)O.CC(C)O.CC(C)O.CC(C)O.CC(C)O.CC(C)O.CC(C)O.CC(C)O
HOMO energy   -0.360 Ha
Strongest force on any atom   1.6 eV/Å

Last column: Mulliken charge in e.
Positions of all 137 atoms, in Å:
Cl: 0.72449 0.90081 -3.97700  -0.116
O: 1.23640 -0.84792 -2.15565  -0.489
O: -0.32200 -0.85622 0.37825  -0.428
O: 0.77216 1.87136 4.03681  -0.471
O: 1.31894 -6.19960 1.14386  -0.392
O: 0.60298 5.42638 5.41581  -0.472
O: -0.83124 3.46362 -4.01987  -0.392
O: -7.33552 -2.46062 -2.62088  -0.505
O: 4.11571 0.92750 1.32559  -0.398
O: -2.25454 -5.44575 -1.62167  -0.574
O: 6.43671 -3.21183 4.10293  -0.561
O: -3.46078 -0.38575 -4.61585  -0.414
O: -4.60384 -0.51011 -2.67197  -0.609
O: 0.26937 6.78559 -6.52830  -0.487
C: -8.74336 -1.91810 -0.72996  -1.293
C: -0.78634 6.19386 7.24033  -1.227
C: -2.02128 -6.84092 0.34137  -0.996
C: -0.30463 7.66243 5.25673  -1.292
C: 0.23215 6.57642 6.17639  0.348
C: 0.14880 -1.60476 1.50361  0.313
C: 1.18044 7.31656 -8.70566  -1.274
C: -3.63617 -4.92753 0.29801  -0.669
C: 4.80276 1.50285 0.21905  0.436
C: -2.03830 -0.18245 -4.60305  -0.978
C: -3.68093 -0.85475 -3.34790  0.465
C: -0.64338 4.74984 -3.42232  0.437
C: 7.02710 -3.58047 1.78788  -1.402
C: 5.57289 -1.64463 2.46962  -1.073
C: 0.03926 1.32400 5.13284  0.591
C: -0.07319 7.19341 -7.85292  0.368
C: -1.55228 -1.55448 -4.17988  0.590
C: -1.06663 6.21458 -8.46118  -1.255
C: 1.32151 -0.89497 2.15906  -0.874
C: 0.96933 0.54471 6.04998  -1.278
C: -0.06621 -1.78457 -3.93438  -0.970
C: 1.79149 -6.98499 2.23956  0.503
C: 2.97461 -6.29645 2.90436  -1.354
C: -0.77960 4.64281 -1.91090  -1.383
C: -0.67292 2.43851 5.87949  -1.401
C: -2.52618 -1.80803 -3.01643  -0.380
C: -7.13855 -3.85493 -0.67874  -1.184
C: 0.54227 -3.00495 1.06200  -0.950
C: 2.15683 -8.38258 1.76356  -1.378
C: 0.66691 -0.69079 -3.20609  0.418
C: -2.96603 -6.02037 -0.52103  0.298
C: -8.07186 -3.01843 -1.53850  0.361
C: 5.96627 -3.08445 2.75980  0.720
C: 3.97263 1.26285 -1.03160  -1.138
C: -1.62776 5.74923 -4.00572  -1.175
C: 5.06673 2.98300 0.45079  -1.502
H: -6.34245 -3.22705 -0.27084  0.274
H: -1.78084 4.29574 -1.64177  0.327
H: -0.06649 3.92078 -1.51085  0.267
H: -7.99364 -1.24105 -0.31227  0.308
H: 0.05257 3.14906 6.27785  0.299
H: -1.51224 5.80929 -5.08509  0.143
H: 3.26572 1.37505 1.39954  0.259
H: 1.42821 2.48024 4.39322  0.314
H: -1.19750 7.31135 4.73242  0.334
H: -1.27125 2.05175 6.70621  0.411
H: 1.73980 1.20295 6.46011  0.320
H: 0.88614 -3.61389 1.89690  0.300
H: 7.93601 -2.97917 1.87638  0.370
H: -9.40037 -1.32460 -1.36578  0.342
H: -6.65349 -1.88894 -2.24865  0.305
H: 2.14921 -0.79848 1.44983  0.110
H: 0.96113 -7.04556 2.94417  0.261
H: 0.94268 7.65839 -9.71387  0.380
H: 2.03636 -6.12953 0.50650  0.273
H: 0.05039 -2.67739 -3.34203  0.299
H: 1.14676 6.92547 6.65649  0.265
H: 3.79157 0.19559 -1.16090  0.259
H: 1.67897 -1.44128 3.03462  0.352
H: -0.38705 5.41488 7.89056  0.304
H: 7.29719 -4.61381 2.00886  0.360
H: -0.68643 -1.65895 2.20401  0.340
H: 1.04386 0.11137 2.46907  0.206
H: -0.18716 5.09518 4.97750  0.313
H: 1.47665 -0.24603 5.49673  0.274
H: -1.54200 -7.62539 -0.24527  0.322
H: -1.47581 6.74442 -3.58678  0.396
H: -2.54909 -7.30395 1.17692  0.407
H: 5.60909 3.42472 -0.38633  0.410
H: 7.21591 -2.65536 4.19212  0.357
H: 6.43510 -0.98022 2.57878  0.378
H: 4.12435 3.52313 0.57557  0.336
H: 5.17909 -1.53421 1.45964  0.227
H: 0.42268 0.09452 6.87987  0.394
H: -6.66393 -4.62992 -1.28184  0.329
H: -1.63950 0.28642 -5.48065  0.438
H: -0.56466 8.56251 5.81530  0.389
H: -2.65731 5.43986 -3.79970  0.420
H: -9.33187 -2.33093 0.09117  0.364
H: -1.36722 6.52522 -9.46265  0.414
H: 3.33294 -6.86308 3.76438  0.410
H: 2.49095 -9.00896 2.59158  0.392
H: -1.87345 0.44522 -3.72885  0.373
H: 4.81333 -1.30363 3.17155  0.263
H: -1.33186 2.98631 5.20224  0.316
H: 0.37386 5.05224 -3.67546  0.310
H: -1.06002 7.05285 7.85418  0.425
H: 5.08408 -3.72302 2.69093  -0.001
H: 5.75400 0.97313 0.14287  0.339
H: -0.30462 -3.51080 0.59343  0.118
H: 1.88113 8.01995 -8.25560  0.315
H: 0.44041 -1.93340 -4.87835  0.446
H: -2.03807 -1.46080 -2.11048  0.028
H: 0.68689 5.92007 -6.58573  0.327
H: -1.57491 -4.87254 -1.25200  0.312
H: -0.69421 0.64462 4.69587  0.243
H: -8.83491 -3.65743 -1.98500  0.349
H: 2.99611 1.74630 -0.94096  0.195
H: -1.72457 3.17233 -3.81112  0.249
H: 0.40368 -0.79404 -0.25415  0.241
H: 4.46310 1.64456 -1.92876  0.466
H: 2.95825 -8.33529 1.02123  0.353
H: -3.72739 -6.66812 -0.95720  0.354
H: -1.22610 -6.20415 0.73714  0.005
H: -0.62682 5.21572 -8.52656  0.306
H: -4.20552 -5.34842 1.12822  0.441
H: -4.31021 -4.33939 -0.32261  -0.037
H: 3.80025 -6.18748 2.19526  0.350
H: -2.86893 -2.82132 -2.92767  0.427
H: -1.81922 -2.28354 -4.93762  0.387
H: 2.69835 -5.29583 3.23892  0.282
H: 1.34322 -2.95542 0.31816  0.313
H: -0.54203 8.17261 -7.75190  0.257
H: 0.43602 7.92334 4.50076  0.315
H: -2.88729 -4.24095 0.70390  0.118
H: 1.68793 6.35091 -8.77921  0.340
H: -0.60766 5.60615 -1.42921  0.407
H: -1.69363 5.79813 6.77567  0.291
H: 6.67654 -3.52451 0.75607  0.344
H: -7.66527 -4.33046 0.15064  0.380
H: -1.95846 6.13754 -7.83872  0.310
H: 1.29981 -8.86073 1.28853  0.323
H: 5.64988 3.13016 1.36038  0.352

Q: Among the records above, which one has the highest Kohn-Sham gap?
A: C36H87ClO13

Q: The lowest strongest force on any atom belongs to which entry?
A: C36H87ClO13